2 unconnected molecules or ions with the total composition C6H15NO2 at a distorted geometry. Source: the OMol25 dataset; level of theory: the ωB97M-V functional and the def2-TZVPD basis.

Values from the calculation:
Energy above the lowest of the compared OMol25 structures with the same formula, charge and spin: 89.0 kcal per mole
HOMO: -0.3157 hartree
Frontier orbital gap: 9.51 eV
SMILES: CCCNCCC=O.O

Atoms and positions in Å:
C: -1.7968 1.5793 1.1711
C: -1.5141 0.2216 1.9099
C: 0.0238 -0.0900 1.6022
N: -0.0820 -0.9736 0.4481
C: 1.0912 -1.8664 0.1366
C: 2.1011 -1.1241 -0.7476
C: 1.6772 -0.8171 -2.2364
O: 1.5251 0.3197 -2.6194
H: -2.6026 1.4832 0.4674
H: -1.9860 2.3353 1.9341
H: -0.8649 1.9236 0.6658
H: -2.1689 -0.6194 1.4840
H: -1.7689 0.1836 2.9359
H: 0.3558 0.9444 1.3108
H: 0.8235 -0.4536 2.3806
H: -0.3774 -0.4616 -0.4070
H: 1.4131 -2.2380 1.1608
H: 0.8307 -2.8809 -0.3338
H: 2.1192 -0.1763 -0.2386
H: 2.8795 -1.7444 -0.7875
H: 1.6844 -1.6828 -2.9207
O: -1.1386 1.8307 -2.6881
H: -0.7268 1.6407 -1.9199
H: -1.4975 2.6660 -2.7085

These are the Löwdin partial charges, in e, on atoms 1 to 4: -0.1097, -0.2110, -0.2450, -0.1101

---

A molecular structure, C6H15NO2 at a distorted geometry. Source: the OMol25 dataset; level of theory: the ωB97M-V functional and the def2-TZVPD basis.

Values from the calculation:
Energy above the lowest of the compared OMol25 structures with the same formula, charge and spin: 107.6 kcal per mole
HOMO: -0.2947 hartree
Frontier orbital gap: 8.91 eV

Atoms and positions in Å:
C: -0.3533 0.2790 -0.6312
C: -0.0664 -0.3191 0.6555
C: 1.6359 0.3680 0.7251
C: -0.6880 1.7361 -0.8115
C: -0.7800 0.1396 1.9078
C: 2.6135 -0.7317 0.3753
N: -2.0905 -1.5451 -1.5773
O: -1.9824 -0.5777 -0.5198
O: 0.3015 -0.2937 -1.6966
H: -0.2204 -0.0523 -2.4801
H: 0.0681 -1.3977 0.5858
H: -2.4955 -2.3711 -1.1307
H: -2.8204 -1.1897 -2.1997
H: 1.8094 1.2598 0.1214
H: 1.7256 0.6775 1.7672
H: 0.1039 2.2720 -1.3414
H: -0.8909 2.2618 0.1207
H: -1.6005 1.7982 -1.4122
H: -1.7831 -0.2905 1.9256
H: -0.2425 -0.2009 2.7970
H: -0.8677 1.2257 1.9663
H: 2.5189 -1.5784 1.0605
H: 3.6467 -0.3716 0.4351
H: 2.4582 -1.0982 -0.6427

These are the Löwdin partial charges, in e, on atoms 1 to 4: -0.4426, -0.2373, -0.1401, 0.0021

---

A single C6H15NO4S molecule at a distorted geometry. Source: the OMol25 dataset; level of theory: the ωB97M-V functional and the def2-TZVPD basis.

Values from the calculation:
Energy above the lowest of the compared OMol25 structures with the same formula, charge and spin: 59.0 kcal per mole
HOMO: -0.2972 hartree
Frontier orbital gap: 7.95 eV
SMILES: C[N+](C)(C)C[C@H](O)CS(=O)(=O)[O-]

Atoms and positions in Å:
C: -0.3601 -2.0102 0.0929
N: -0.9268 -0.7864 0.6557
C: -2.3217 -0.7871 0.3014
C: -0.8214 -0.4987 2.1176
C: -0.5474 0.4350 -0.1199
C: 0.9311 0.8674 0.2385
O: 1.0178 1.7844 1.3701
C: 1.4649 1.7150 -0.9844
S: 1.8025 0.6613 -2.4477
O: 0.7382 0.9404 -3.3902
O: 3.1907 0.8240 -2.9243
O: 1.5540 -0.7313 -1.9471
H: 0.7193 -2.0182 0.1877
H: -0.5985 -2.1867 -0.9286
H: -0.6017 -2.8437 0.6911
H: -2.3266 -1.0143 -0.7604
H: -2.8723 0.0939 0.6178
H: -2.7527 -1.5670 0.8649
H: -1.6131 -1.0156 2.6127
H: -0.9239 0.6332 2.2056
H: 0.1597 -0.7939 2.5711
H: -1.0902 1.3620 0.1823
H: -0.5509 0.3765 -1.2290
H: 1.5601 -0.0168 0.2803
H: 1.9346 2.0877 1.5509
H: 0.8063 2.5998 -1.2466
H: 2.4281 1.8892 -0.5625

These are the Löwdin partial charges, in e, on atoms 1 to 4: 0.0124, -0.3567, -0.0435, 0.0363

---

A gas-phase ion, C6H15NO5P (charge +1) at a distorted geometry. Source: the OMol25 dataset; level of theory: the ωB97M-V functional and the def2-TZVPD basis.

Values from the calculation:
Energy above the lowest of the compared OMol25 structures with the same formula, charge and spin: 20.9 kcal per mole
HOMO: -0.5098 hartree
Frontier orbital gap: 10.51 eV
Charge: +1
SMILES: COC[C@]([NH3+])(C=O)P(=O)(OC)OC

Atoms and positions in Å:
C: -2.7109 -1.0324 1.6127
O: -1.6198 -0.1861 1.2402
C: -1.7519 0.9328 0.3220
C: -0.3807 1.2082 -0.1267
N: 0.4746 1.9670 0.8479
C: -0.1705 2.1106 -1.6457
O: 0.7596 2.7933 -1.8153
P: 0.4487 -0.5234 -0.4315
O: -0.3127 -1.5105 -1.1319
O: 1.1673 -0.6891 0.9815
C: 1.3174 -2.0393 1.5526
O: 1.7150 -0.0228 -1.3064
C: 2.0936 -0.6395 -2.4965
H: -2.0242 -1.9194 1.9541
H: -3.2913 -1.3041 0.6944
H: -3.3288 -0.5029 2.3746
H: -2.5401 0.8041 -0.4088
H: -2.2104 1.7770 0.8565
H: 0.8153 1.2443 1.5654
H: 0.0755 2.7682 1.3017
H: 1.3311 2.0638 0.1774
H: -0.9098 1.9912 -2.4528
H: 2.2332 -2.5170 0.9669
H: 0.4600 -2.6346 1.2311
H: 1.4838 -1.8848 2.5291
H: 1.8520 -1.7065 -2.4338
H: 3.2437 -0.4713 -2.6150
H: 1.7799 -0.0766 -3.3437

These are the Löwdin partial charges, in e, on atoms 1 to 4: -0.0484, -0.2770, -0.1929, -0.2966

---

A gas-phase ion, C6H15NS (charge -1) at a distorted geometry. Source: the OMol25 dataset; level of theory: the ωB97M-V functional and the def2-TZVPD basis.

Values from the calculation:
Energy above the lowest of the compared OMol25 structures with the same formula, charge and spin: 51.8 kcal per mole
Multiplicity: 2
HOMO (spin up / spin down): 0.0462 / -0.1916 hartree
Frontier orbital gap (spin up / spin down): 1.84 / 8.49 eV
Charge: -1

Atoms and positions in Å:
C: -2.0576 0.1405 -0.3013
C: -1.6673 -0.7258 -1.5250
S: -2.1702 0.1400 -3.0781
C: -1.3281 -0.0306 1.0647
N: -0.3106 -1.1586 0.9297
C: 1.1074 -0.7187 1.0705
C: 1.5310 0.7787 0.9764
C: 2.6872 0.9779 -0.0249
H: -1.8406 1.1558 -0.6837
H: -3.1384 -0.0893 -0.1734
H: -1.9930 -1.7702 -1.3778
H: -0.6111 -0.9513 -1.5411
H: -1.0977 -0.0330 -3.8402
H: -2.1224 -0.4571 1.6992
H: -1.0526 0.9495 1.3650
H: -0.6375 -1.7296 1.7033
H: 1.6894 -1.2114 1.8656
H: 1.5214 -1.0581 0.1034
H: 1.7350 1.2244 1.9698
H: 0.6485 1.3202 0.5735
H: 2.5042 1.7422 -0.7867
H: 3.0819 0.1160 -0.5287
H: 3.5212 1.3887 0.5399

These are the Löwdin partial charges, in e, on atoms 1 to 4: -0.3083, -0.5849, 0.5568, -0.3863

---

3 unconnected molecules or ions with the total composition C6H15NS at a distorted geometry. Source: the OMol25 dataset; level of theory: the ωB97M-V functional and the def2-TZVPD basis.

Values from the calculation:
Energy above the lowest of the compared OMol25 structures with the same formula, charge and spin: 116.1 kcal per mole
HOMO: -0.2972 hartree
Frontier orbital gap: 5.79 eV

Atoms and positions in Å:
C: -2.4093 1.7191 1.8998
C: -1.1502 1.1763 1.2555
C: 0.0037 1.9082 1.3358
N: 1.3588 1.4562 1.1988
H: -2.3662 2.8033 2.0609
H: -3.3423 1.5285 1.3215
H: -2.5665 1.2233 2.8893
H: -1.1112 0.1179 1.0626
H: -0.1129 3.0016 1.5363
H: 1.3340 -0.9835 2.2579
H: 1.8338 1.5881 2.0904
H: 1.3495 0.3929 0.9452
C: -0.9115 -1.5827 -2.5639
C: -0.1328 -0.3937 -2.0578
C: 1.2226 -0.7710 -1.4486
S: 1.0048 -1.6041 0.1483
H: -0.4086 -2.1141 -3.3918
H: -1.8896 -1.2166 -2.8905
H: -1.1514 -2.2557 -1.7224
H: 0.0918 0.2945 -2.8754
H: -0.6490 0.1725 -1.2501
H: 1.8734 0.1183 -1.2537
H: 1.7922 -1.5362 -2.0694

These are the Löwdin partial charges, in e, on atoms 1 to 4: -0.1358, -0.1991, -0.2263, -0.0392

---

A gas-phase ion, C6H15NS (charge +1) at a distorted geometry. Source: the OMol25 dataset; level of theory: the ωB97M-V functional and the def2-TZVPD basis.

Values from the calculation:
Energy above the lowest of the compared OMol25 structures with the same formula, charge and spin: 18.7 kcal per mole
Multiplicity: 2
HOMO (spin up / spin down): -0.4528 / -0.4523 hartree
Frontier orbital gap (spin up / spin down): 9.63 / 4.73 eV
Charge: +1

Atoms and positions in Å:
C: -1.3925 -0.0618 -0.5112
C: -0.3731 -0.5712 -1.5378
C: 0.2923 0.3883 -2.5289
S: -0.1515 2.1610 -2.2706
C: -0.8681 0.2617 0.9043
N: 0.2865 -0.5506 1.3252
C: 1.5549 0.1615 1.0099
C: 0.3194 -1.0584 2.6843
H: -1.9904 0.8249 -0.7171
H: -2.1458 -0.8530 -0.3992
H: -0.8163 -1.4132 -2.0748
H: 0.3608 -1.1378 -0.9278
H: 1.3446 0.3500 -2.7504
H: -0.2318 0.2353 -3.4779
H: -0.7086 2.4352 -3.4335
H: -0.5545 1.3177 0.8943
H: -1.6723 0.1945 1.6410
H: 1.4220 1.0195 0.3749
H: 2.3243 -0.5553 0.7133
H: 1.9242 0.5635 1.9703
H: 0.2159 -0.3425 3.4977
H: -0.4282 -1.8591 2.7414
H: 1.2884 -1.5101 2.8727

These are the Löwdin partial charges, in e, on atoms 1 to 4: -0.1939, -0.2477, -0.4910, 0.7163

---

A single C6H15P molecule at a distorted geometry. Source: the OMol25 dataset; level of theory: the ωB97M-V functional and the def2-TZVPD basis.

Values from the calculation:
Energy above the lowest of the compared OMol25 structures with the same formula, charge and spin: 17.0 kcal per mole
HOMO: -0.3357 hartree
Frontier orbital gap: 10.17 eV
SMILES: CC[C@H](C)[C@H](C)P

Atoms and positions in Å:
C: -1.1687 -1.4729 -1.8919
C: -0.3995 -0.9700 -0.6170
C: -0.3061 0.5224 -0.3102
C: 0.4708 1.3376 -1.4040
C: 0.1890 0.6899 1.1351
C: 1.5300 0.0017 1.4602
P: -1.1846 0.3686 2.3261
H: -2.2718 -1.4841 -1.9690
H: -0.8832 -0.6848 -2.6506
H: -0.7656 -2.4624 -2.0920
H: -1.0952 -1.3628 0.2388
H: 0.6311 -1.5032 -0.5261
H: -1.2882 0.9576 -0.4564
H: 1.3471 0.8292 -1.8236
H: -0.1283 1.6810 -2.2948
H: 0.8963 2.3737 -0.9050
H: 0.4045 1.8177 1.2849
H: 1.5168 -1.0354 1.3847
H: 2.3062 0.4198 0.6971
H: 1.7171 0.2112 2.5146
H: -0.4585 0.8294 3.4709
H: -1.0593 -1.0640 2.4284

These are the Löwdin partial charges, in e, on atoms 1 to 4: -0.1018, -0.2568, -0.4729, -0.0920

---

2 unconnected molecules or ions with the total composition C6H16 at a distorted geometry. Source: the OMol25 dataset; level of theory: the ωB97M-V functional and the def2-TZVPD basis.

Values from the calculation:
Energy above the lowest of the compared OMol25 structures with the same formula, charge and spin: 38.0 kcal per mole
HOMO: -0.3957 hartree
Frontier orbital gap: 11.80 eV
SMILES: CCC.CCC

Atoms and positions in Å:
C: -0.9627 -1.4309 -2.2883
C: 0.3413 -0.5946 -2.1929
C: 1.6361 -1.4051 -2.0885
H: -0.7707 -2.4568 -1.9703
H: -1.6786 -0.6770 -2.0028
H: -1.0767 -1.5453 -3.3659
H: 0.2250 0.0937 -1.3416
H: 0.4077 0.1620 -3.0595
H: 2.1955 -1.5499 -3.0195
H: 1.3947 -2.4571 -1.8826
H: 2.2508 -0.9844 -1.3067
C: -0.8903 -0.0791 2.5614
C: 0.1465 1.0555 2.4473
C: -0.2213 2.3644 1.6998
H: -0.4967 -0.9262 3.0831
H: -1.4754 0.4296 3.3146
H: -1.4296 -0.3993 1.6819
H: 0.9918 0.8236 1.7794
H: 0.4953 1.3821 3.4372
H: -0.7321 3.0322 2.4287
H: -0.9551 2.3036 0.8975
H: 0.6046 2.8590 1.1878

These are the Löwdin partial charges, in e, on atoms 1 to 4: -0.1155, -0.3296, -0.1254, 0.0686

---

2 unconnected molecules or ions with the total composition C6H16 at a distorted geometry. Source: the OMol25 dataset; level of theory: the ωB97M-V functional and the def2-TZVPD basis.

Values from the calculation:
Energy above the lowest of the compared OMol25 structures with the same formula, charge and spin: 21.4 kcal per mole
HOMO: -0.4077 hartree
Frontier orbital gap: 12.20 eV
SMILES: CC(C)C.CC

Atoms and positions in Å:
C: 0.8824 0.6587 -0.5322
C: -0.5469 0.8594 -1.1309
C: -0.6130 2.3276 -1.6044
C: -0.6149 0.0388 -2.4360
H: 1.5009 0.5775 -1.4178
H: 0.9861 -0.2267 0.0748
H: 1.1185 1.5155 0.0933
H: -1.2764 0.6117 -0.3706
H: -1.3217 2.7398 -2.3093
H: -0.7242 2.9987 -0.7383
H: 0.3781 2.6286 -2.0079
H: -1.4695 0.1273 -3.1016
H: 0.1501 0.4528 -3.1089
H: -0.5271 -1.0223 -2.2008
C: -0.4400 -1.6028 2.5173
C: 1.0373 -2.0687 2.7016
H: -1.3004 -2.3052 2.4629
H: -0.7618 -0.8724 3.2691
H: -0.4958 -1.0502 1.5904
H: 1.5779 -1.8752 1.7779
H: 0.9871 -3.1022 3.0174
H: 1.4732 -1.4105 3.4538

These are the Löwdin partial charges, in e, on atoms 1 to 4: -0.0796, -0.4428, -0.1149, -0.1065

---

Computed total energy (hartree) in order:
-442.73930 -442.70970 -991.40477 -1009.64367 -690.42566 -690.35642 -690.19810 -578.89041 -238.13594 -238.16237